## P
This record from OMol25 describes a cluster of 2 separate species, C2H2O3 in total. The level of theory is ωB97M-V/def2-TZVPD.

**Frontier orbital gap**: 10.61 eV
**Spin multiplicity**: 1

Each line ends with the Löwdin charge.
Element x y z (Å)
O (-1.2328, -1.5462, -0.0022)  0.0079
O (0.9051, -0.1349, 0.4487)  -0.0502
C (-1.0576, -1.0071, 1.1999)  -0.0953
H (2.0511, 0.9578, -0.6569)  0.0843
C (0.9937, 0.7403, -0.3917)  -0.0828
H (0.2441, 1.2936, -1.0720)  0.1176
O (-1.9036, -0.3035, 0.4741)  0.0186

## Q
This record from OMol25 describes the molecule C2H2O3. The level of theory is ωB97M-V/def2-TZVPD.

**Frontier orbital gap**: 9.95 eV
**SMILES**: O=CC(=O)O
**Spin multiplicity**: 1

Each line ends with the Löwdin charge.
Element x y z (Å)
O (-0.0743, 0.9975, 2.1487)  0.1349
O (-1.0860, -0.7229, 1.2028)  0.1490
H (1.0528, 1.0379, -0.6411)  0.1075
C (-0.2111, 0.2802, 1.1954)  -0.4477
H (-1.1205, -1.0050, 0.3322)  0.0438
C (0.3679, 0.3532, -0.2742)  -0.0775
O (0.0836, -0.5381, -1.0327)  0.0899

## R
This record from OMol25 describes a cluster of 2 separate species, C2H2O3 in total. The level of theory is ωB97M-V/def2-TZVPD.

**Frontier orbital gap**: 11.16 eV
**SMILES**: O=C=O.C=O
**Spin multiplicity**: 1

Each line ends with the Löwdin charge.
Element x y z (Å)
C (-2.0480, -0.1396, 0.1339)  -0.4927
H (1.8573, -0.9059, 0.3437)  0.1128
O (0.4960, 0.2503, -0.4913)  -0.0005
H (2.2960, 0.9426, -0.1389)  0.0670
O (-2.1072, -1.2780, -0.0352)  0.1998
O (-2.0878, 0.9787, 0.2431)  0.2293
C (1.5938, 0.1518, -0.0552)  -0.1159

Energetically preferred structure: R | next structure: +0.0182 hartree